Record 1
ORCA calculation (wB97M-V/def2-TZVPD) on C26H21BF7LiN5O5S2Sb as an isolated structure in a non-equilibrium geometry.

Atoms and positions in Å:
Li: 0.53043 0.51326 0.24164
N: 1.73757 1.35620 3.11455
C: 0.51460 0.80465 3.17205
N: 0.02683 0.06214 2.21721
C: -1.16967 -0.51515 2.59619
C: -1.62210 -0.20522 3.82640
S: -0.51742 0.88441 4.59004
C: -1.70015 -1.46972 1.61026
C: -1.41516 -2.77329 1.59658
S: -1.67021 -3.47175 0.03302
C: -2.09217 -1.94039 -0.58630
N: -2.22683 -1.00962 0.38322
N: -2.40303 -1.74376 -1.87804
H: 2.14635 1.33036 2.16290
H: 1.89732 2.20841 3.62557
H: -2.52805 -0.52036 4.31586
H: -0.93701 -3.34120 2.37480
H: -1.84299 -2.30352 -2.50773
H: -2.45108 -0.76888 -2.15074
C: 5.67524 -4.13863 -1.73604
C: 6.12784 -3.08233 -0.73302
C: 7.45372 -2.48134 -1.18120
C: 7.94871 -1.46384 -0.16856
C: 6.87998 -0.44056 0.10612
C: 7.25106 0.84199 0.56056
C: 6.26403 1.77120 0.80106
F: 6.64053 3.00754 1.23040
C: 4.92768 1.50566 0.62273
C: 4.53414 0.22131 0.17340
C: 3.14369 -0.07074 0.03120
O: 2.26528 0.83069 0.35334
C: 2.81236 -1.40417 -0.42237
C: 3.80176 -2.29604 -0.67419
N: 5.14078 -2.01796 -0.55809
C: 5.54310 -0.74967 -0.09360
C: 1.40306 -1.91792 -0.64251
O: 1.23074 -3.12410 -0.89996
O: 0.45709 -1.06812 -0.56878
H: 6.51468 -4.80426 -1.94400
H: 5.36541 -3.66611 -2.66972
H: 4.85345 -4.74934 -1.36721
H: 6.28879 -3.57422 0.23961
H: 7.30624 -2.00042 -2.15327
H: 8.18085 -3.28705 -1.30659
H: 8.84806 -0.96493 -0.53820
H: 8.22678 -1.98235 0.75704
H: 8.29199 1.09728 0.71350
H: 4.17028 2.25654 0.79734
H: 3.51356 -3.28399 -0.99032
F: -0.36323 1.74834 -0.56472
Sb: 0.51140 3.44737 -0.04382
F: -0.47539 3.20638 1.56260
F: 0.83729 5.31923 0.09903
F: 2.01500 3.40070 1.11623
F: 1.55961 3.19575 -1.57369
F: -1.00412 4.10199 -0.99490
O: -3.04375 1.19259 1.21273
B: -2.85347 0.29376 0.19963
O: -3.47394 0.66118 -0.97900
C: -4.01760 1.90284 -0.69450
C: -4.72520 2.73795 -1.52168
C: -5.15255 3.94144 -0.96602
C: -4.87229 4.26827 0.35586
C: -4.15964 3.40632 1.18495
C: -3.74807 2.22226 0.62649
H: -4.92041 2.47821 -2.55286
H: -5.70096 4.63853 -1.58508
H: -5.19942 5.22200 0.74724
H: -3.91436 3.65894 2.20659

- Orbital gap (spin up / spin down): 3.07 / 6.20 eV
- E: -93114.993 eV
- Net charge: -1
- Multiplicity: 2
- Energy relative to the best compared isomer or geometry (same formula, charge and spin): 89.2 kcal per mole
- Max |F|: 1.546 eV/A

Record 2
ORCA calculation (wB97M-V/def2-TZVPD) on C26H21Br2N3O4STl as an isolated structure.

Atoms and positions in Å:
Tl: 2.30097 2.16762 -2.17106
O: 2.95388 -3.16756 1.31216
C: 3.33289 -2.21681 0.41555
C: 3.94010 -1.02678 0.80035
C: 4.29545 -0.13033 -0.18647
N: 4.09396 -0.35375 -1.48510
C: 3.49015 -1.47156 -1.80874
Br: 3.12174 -1.71274 -3.66086
C: 3.08280 -2.45509 -0.92846
H: 3.15007 -2.85381 2.20146
H: 4.10659 -0.78554 1.84206
H: 4.75643 0.81576 0.07715
H: 2.57246 -3.34834 -1.25483
Br: -5.93883 1.25697 -1.82812
C: -4.21676 1.97804 -1.44250
C: -3.87599 2.23903 -0.12680
C: -2.61307 2.74575 0.14520
C: -1.70765 2.98956 -0.87899
C: -2.07424 2.71307 -2.18939
C: -3.33186 2.20444 -2.48324
C: -0.32079 3.51855 -0.55404
O: -0.05591 3.69288 0.65308
O: 0.44850 3.73761 -1.52887
H: -4.58061 2.03961 0.66895
H: -2.30360 2.95000 1.16124
H: -1.35574 2.89676 -2.97712
H: -3.61767 1.97944 -3.50148
C: -5.08162 -6.41037 0.55944
C: -4.09318 -5.32222 0.20474
O: -3.33530 -5.40295 -0.72192
S: -4.17221 -3.93880 1.32503
C: -2.90097 -2.87996 0.69989
C: -1.57120 -3.11182 1.03190
C: -0.58310 -2.25822 0.57509
C: -0.90416 -1.14771 -0.21297
C: -2.24764 -0.93352 -0.54609
C: -3.23608 -1.78899 -0.09507
C: 0.09392 -0.22623 -0.65982
C: 0.93368 0.60514 -0.96913
H: -5.59604 -6.72218 -0.34842
H: -5.80369 -6.08627 1.30697
H: -4.52427 -7.26389 0.94643
H: -1.31317 -3.96520 1.64644
H: 0.45125 -2.44055 0.83039
H: -2.50130 -0.07881 -1.16022
H: -4.27162 -1.60653 -0.35430
C: 3.77807 4.81934 0.13719
C: 3.67005 3.65415 1.06212
N: 4.66911 3.06616 1.68902
C: 4.08814 2.10170 2.47672
C: 2.73233 2.11026 2.30771
N: 2.48036 3.10257 1.39634
H: 4.70237 4.75367 -0.43420
H: 3.79166 5.75610 0.69858
H: 2.92997 4.84984 -0.54860
H: 4.68210 1.46386 3.11338
H: 1.94028 1.50539 2.71411
H: 1.53899 3.39329 1.05815

- Orbital gap: 7.71 eV
- E: -195579.141 eV
- Net charge: -1
- Energy relative to the best compared isomer or geometry (same formula, charge and spin): 14.8 kcal per mole
- Max |F|: 0.206 eV/A